The following is a DFT calculation (ωB97M-V/def2-TZVPD) of C21H25N8O5S2Se2Tl as an isolated structure.

```
64
Properties=species:S:1:pos:R:3:forces:R:3
Tl -0.0282 -0.6467 -0.5826 -0.1 0.7 -0.2
O 3.4395 -3.5019 -0.4381 0.2 0.0 0.0
C 2.6034 -2.6494 -0.7326 0.5 0.2 -0.2
O 1.3660 -2.7082 -0.4964 -1.0 0.5 -0.2
C 3.1058 -1.3856 -1.4480 0.2 -0.3 0.1
C 4.4129 -1.3154 -1.9195 -0.1 -0.1 0.0
C 4.8421 -0.1551 -2.5352 -0.1 0.0 0.0
C 3.9471 0.8950 -2.6710 0.1 -0.1 0.0
C 2.6626 0.7365 -2.1796 0.2 0.5 -0.3
N 2.2681 -0.3717 -1.5846 -0.4 -0.2 0.2
H 5.0540 -2.1724 -1.7845 0.0 0.0 0.1
H 5.8581 -0.0635 -2.9025 0.0 0.0 0.0
H 4.2421 1.8222 -3.1381 0.0 0.1 0.0
H 1.9238 1.5220 -2.2833 -0.2 0.0 0.0
O -0.0845 5.5698 0.6467 0.4 0.4 -0.1
C -1.2876 4.8505 0.8529 -0.6 -0.4 0.2
C -1.2071 3.4584 0.2044 -0.3 0.4 0.1
C -2.5735 2.7768 0.4207 0.2 -0.1 -0.5
O -3.0436 2.8435 1.7416 -0.2 0.1 0.7
C -0.0223 2.6867 0.8088 0.3 -0.2 0.3
Se -0.3909 1.0447 1.8135 -0.4 -0.1 -0.9
C -0.9671 3.6123 -1.2915 0.1 -0.4 -0.3
Se -0.8866 1.8740 -2.2686 0.2 -0.3 0.3
H -0.1437 6.3975 1.1344 0.0 -0.2 0.0
H -2.1346 5.4066 0.4192 0.0 -0.1 0.0
H -1.4858 4.7183 1.9264 0.0 0.1 -0.2
H -2.4906 1.7353 0.0914 -0.1 0.2 -0.1
H -3.3302 3.2707 -0.1981 0.1 0.0 -0.1
H -2.5010 2.2082 2.2449 0.0 0.0 -0.2
H 0.5529 3.3253 1.4843 0.0 -0.1 -0.2
H 0.6433 2.3618 0.0036 0.0 0.2 0.1
H -0.0204 4.1265 -1.4713 -0.1 0.0 0.1
H -1.7754 4.1851 -1.7545 0.0 0.1 0.0
C -5.0734 -2.7292 -4.2838 0.1 0.0 0.0
C -3.9204 -2.5809 -3.3309 -0.2 -0.3 0.3
C -4.0744 -2.9411 -1.9901 0.1 0.1 0.0
C -3.0268 -2.6044 -1.1501 -0.5 -0.1 0.0
N -1.9347 -2.0388 -1.6040 0.4 0.4 0.4
C -1.7974 -1.8411 -2.9345 0.1 -0.2 0.0
S -0.3008 -1.3014 -3.4693 0.7 0.3 0.0
N -2.7983 -2.0819 -3.8000 -0.3 0.1 -0.5
H -5.4853 -3.7379 -4.2375 0.0 0.0 0.0
H -4.7520 -2.5054 -5.2971 0.0 0.0 0.0
H -5.8616 -2.0343 -3.9909 -0.1 0.0 -0.1
H -4.9708 -3.4166 -1.6265 -0.1 0.0 0.1
H -3.0625 -2.7729 -0.0830 -0.1 -0.1 0.1
O 1.8894 -0.4619 1.3105 2.2 -0.2 0.8
N 3.1272 -0.2120 1.3851 -0.9 0.2 -1.2
C 3.7742 -0.3216 2.5454 -0.5 0.0 0.1
C 5.1309 -0.0001 2.6538 1.0 0.3 -0.2
N 6.2377 0.2411 2.8714 0.1 0.1 -0.1
C 3.2187 -0.7889 3.7402 -1.2 -0.7 0.6
N 2.6949 -1.2543 4.6611 0.4 0.2 0.1
C -1.0341 -1.0780 4.4460 -0.3 0.1 0.1
N 0.0030 -1.8838 3.8603 0.5 0.1 0.1
C -0.0355 -2.3405 2.6028 -0.3 -0.7 0.5
N 0.9997 -3.0409 2.1377 0.4 0.0 0.0
S -1.4434 -2.2310 1.6906 -0.4 0.0 -0.6
H -1.6098 -1.6621 5.1720 0.0 0.1 0.0
H -1.7122 -0.7441 3.6566 0.1 0.0 0.2
H -0.5961 -0.2072 4.9356 0.0 0.0 0.0
H 0.9161 -1.8305 4.3083 -0.2 -0.1 -0.1
H 1.8906 -2.9191 2.5984 0.0 0.0 0.0
H 1.0598 -3.1362 1.1068 0.0 -0.1 0.4
```
Forces are in eV/Å.

Summary:
E_HOMO: -2.1 eV
E_LUMO: 3.6 eV
Relative energy (zero: lowest compared OMol25 entry of this formula, charge and spin): 197.4 kJ/mol
Strongest force on any atom: 0.0457 hartree/bohr
Total charge: -2
Frontier orbital gap: 5.68 eV